# 1
A cluster of 2 separate species, C5H15NO2 in total in a non-equilibrium geometry. Source: the Open Molecules 2025 dataset; level of theory: ωB97M-V with the def2-TZVPD basis set.

Last column: natural (NBO) charge in e.
Element x y z (Å)
C: -1.06 2.10 -0.59  -0.418
N: -1.33 0.81 0.03  -0.453
C: -2.05 0.91 1.31  -0.404
C: -0.15 -0.03 0.08  -0.202
C: 0.16 -0.61 -1.28  -0.440
C: 1.35 -1.55 -1.30  -0.057
O: 1.37 -2.49 -0.20  -0.746
H: 0.01 2.30 -0.62  0.178
H: -1.45 2.17 -1.60  0.193
H: -1.61 2.89 -0.08  0.198
H: -1.81 0.05 1.93  0.199
H: -1.85 1.83 1.84  0.177
H: -3.12 0.84 1.09  0.194
H: -0.36 -0.87 0.73  0.194
H: 0.72 0.53 0.46  0.160
H: -0.69 -1.18 -1.67  0.205
H: 0.35 0.15 -2.05  0.214
H: 2.27 -1.01 -1.14  0.164
H: 1.49 -2.11 -2.22  0.178
H: 0.46 -2.67 0.09  0.467
O: 2.35 -0.72 2.12  -0.948
H: 2.32 -1.41 1.44  0.487
H: 2.62 0.06 1.64  0.459

Properties
2S+1: 1
SMILES string: CN(C)CCCO.O
net charge: 0
E_HOMO: -8.4579 eV
lowest unoccupied orbital energy: 0.81 eV
relative energy (zero: lowest compared OMol25 entry of this formula, charge and spin): 35.3 kcal per mole

***

# 2
A structure of composition C8H15ClINO2PV in a non-equilibrium geometry. Source: the Open Molecules 2025 dataset; level of theory: ωB97M-V with the def2-TZVPD basis set.

Last column: natural (NBO) charge in e.
Element x y z (Å)
C: -3.03 0.68 -5.42  -0.732
C: -1.74 0.22 -4.78  0.551
H: -2.90 0.68 -6.51  0.312
H: -3.28 1.68 -5.08  0.286
H: -3.84 0.00 -5.14  0.280
O: -0.70 -0.02 -5.35  -0.369
I: -1.72 -0.12 -2.61  0.125
V: 0.04 -1.02 0.41  0.933
P: 0.75 1.07 1.06  0.990
C: 2.54 1.40 1.30  -0.899
C: 0.32 2.12 -0.38  -0.926
H: -1.05 1.86 2.48  0.279
H: 0.28 3.07 2.40  0.312
H: 0.45 1.61 3.42  0.286
C: 0.04 2.00 2.48  -0.899
H: -0.76 2.01 -0.57  0.276
H: 0.55 3.17 -0.17  0.320
H: 2.71 2.48 1.30  0.316
H: 3.11 0.93 0.48  0.268
H: 0.88 1.78 -1.26  0.275
H: 2.86 0.97 2.26  0.285
C: 1.34 -1.72 -0.67  0.479
O: 2.25 -2.19 -1.26  -0.159
Cl: -1.98 -1.86 0.43  0.046
C: 0.47 -3.82 3.85  -0.786
C: 0.50 -2.70 2.94  0.737
N: 0.55 -1.88 2.11  -0.599
H: -0.07 -4.67 3.39  0.337
H: -0.05 -3.55 4.78  0.337
H: 1.49 -4.15 4.10  0.339

Properties
2S+1: 2
net charge: +3
E_HOMO (alpha / beta): -18.9172 / -18.9598 eV
expectation value of S²: 0.826
lowest unoccupied orbital energy (alpha / beta): -15.28 / -14.73 eV
relative energy (zero: lowest compared OMol25 entry of this formula, charge and spin): 21.7 kcal per mole

***

# 3
An isolated molecule of C24H28N4O3. Source: the Open Molecules 2025 dataset; level of theory: ωB97M-V with the def2-TZVPD basis set.

Last column: natural (NBO) charge in e.
Element x y z (Å)
C: -4.33 -2.58 0.24  -0.426
N: -3.82 -1.61 -0.72  -0.449
C: -2.65 -2.05 -1.43  -0.210
C: -1.40 -2.42 -0.60  -0.254
N: -0.80 -1.27 0.03  -0.645
C: -0.74 -1.15 1.37  0.681
O: -1.11 -2.01 2.14  -0.647
C: -0.12 0.14 1.91  -0.509
C: -0.36 1.43 1.10  -0.236
N: 0.76 1.78 0.26  -0.610
C: 0.84 1.48 -1.04  0.672
O: -0.02 0.90 -1.67  -0.662
C: 2.17 1.91 -1.69  -0.300
N: 3.24 1.02 -1.29  -0.393
C: 3.56 -0.05 -2.08  0.049
C: 4.55 -0.91 -1.76  -0.300
C: 5.31 -0.70 -0.57  0.076
C: 6.37 -1.53 -0.19  -0.231
C: 7.06 -1.29 0.97  -0.172
C: 6.72 -0.22 1.79  -0.224
C: 5.68 0.61 1.44  -0.139
C: 4.97 0.38 0.26  -0.185
C: 3.86 1.27 -0.08  0.655
O: 3.47 2.19 0.63  -0.671
C: -3.74 -0.29 -0.13  -0.243
C: -5.11 0.32 0.03  -0.042
C: -6.05 0.18 -0.98  -0.154
C: -7.31 0.74 -0.85  -0.226
C: -7.64 1.44 0.30  -0.222
C: -6.71 1.58 1.31  -0.209
C: -5.45 1.02 1.18  -0.210
H: -4.41 -3.55 -0.25  0.197
H: -5.33 -2.26 0.55  0.208
H: -3.70 -2.67 1.13  0.186
H: -2.93 -2.94 -2.00  0.196
H: -2.38 -1.27 -2.14  0.197
H: -1.65 -3.13 0.18  0.233
H: -0.66 -2.88 -1.27  0.192
H: -0.56 -0.50 -0.58  0.426
H: 0.96 -0.03 2.00  0.232
H: -0.50 0.26 2.92  0.239
H: -1.24 1.34 0.47  0.226
H: -0.51 2.26 1.79  0.213
H: 1.59 2.17 0.70  0.442
H: 2.05 1.88 -2.77  0.231
H: 2.42 2.92 -1.36  0.245
H: 2.96 -0.16 -2.97  0.220
H: 4.78 -1.74 -2.40  0.227
H: 6.63 -2.37 -0.82  0.215
H: 7.88 -1.94 1.26  0.218
H: 7.28 -0.04 2.70  0.220
H: 5.40 1.45 2.06  0.237
H: -3.23 -0.29 0.84  0.174
H: -3.16 0.35 -0.82  0.212
H: -5.78 -0.37 -1.87  0.215
H: -8.04 0.63 -1.64  0.209
H: -8.62 1.88 0.40  0.210
H: -6.96 2.12 2.21  0.210
H: -4.73 1.12 1.97  0.206

Properties
2S+1: 1
SMILES string: CN(CCNC(=O)CCNC(=O)Cn1ccc2ccccc2c1=O)Cc1ccccc1
net charge: 0
E_HOMO: -8.0899 eV
lowest unoccupied orbital energy: 0.22 eV
relative energy (zero: lowest compared OMol25 entry of this formula, charge and spin): 20.4 kcal per mole

***

# 4
A structure of composition C23H22N4O2S in a non-equilibrium geometry. Source: the Open Molecules 2025 dataset; level of theory: ωB97M-V with the def2-TZVPD basis set.

Last column: natural (NBO) charge in e.
Element x y z (Å)
C: 1.59 -3.82 -2.86  -0.647
C: 0.92 -3.96 -1.47  0.078
C: 0.67 -5.20 -0.95  -0.290
C: 0.12 -5.11 0.42  -0.149
C: -0.32 -3.89 1.22  -0.045
C: 0.14 -2.59 0.56  0.204
C: 0.77 -2.53 -0.66  -0.310
H: 0.74 -1.68 -1.36  0.219
N: -0.23 -1.43 1.12  -0.529
C: 0.60 -0.34 0.88  -0.270
H: 1.76 -0.57 0.56  0.262
C: 0.40 0.82 1.80  -0.264
N: -1.10 1.07 2.24  -0.376
C: -1.46 2.18 1.67  0.655
O: -2.85 2.43 1.82  -0.716
C: -0.52 3.39 1.27  -0.186
C: -0.36 4.42 2.12  -0.102
C: 0.42 5.54 1.42  -0.283
C: 0.71 5.27 -0.04  0.120
N: 0.58 4.32 -0.71  -0.397
C: -0.32 3.26 -0.19  0.448
N: -0.34 2.24 -0.90  -0.524
C: -0.05 2.07 -2.21  0.153
C: 0.74 3.18 -2.75  -0.555
C: 0.73 4.28 -2.30  0.626
O: 1.50 5.20 -2.50  -0.546
S: 0.86 2.78 -4.23  0.671
C: 0.18 1.16 -4.39  -0.320
C: -0.26 1.08 -2.95  -0.248
H: -0.82 0.07 -2.65  0.251
H: 0.12 0.54 -5.20  0.247
H: 1.15 6.20 -0.49  0.230
H: 0.63 6.33 1.90  0.189
H: -0.75 4.53 3.08  0.237
C: -1.76 -0.05 2.46  -0.233
C: -1.46 -1.21 1.13  -0.109
H: -2.30 -2.06 1.46  0.213
H: -1.67 -0.69 0.42  0.144
H: -2.75 0.23 2.44  0.249
H: -1.28 -0.42 3.26  0.191
H: 1.16 1.58 1.84  0.269
H: 1.08 0.46 2.87  0.163
H: 0.31 0.26 -0.08  0.194
C: -0.65 -3.90 2.63  -0.587
H: -1.76 -3.99 2.42  0.227
H: -0.40 -3.21 3.13  0.181
H: -0.20 -4.90 3.14  0.215
H: -0.04 -6.11 1.04  0.200
H: 0.81 -6.00 -1.52  0.214
H: 0.95 -4.21 -3.65  0.214
H: 2.47 -4.26 -2.96  0.214
H: 1.56 -2.78 -3.30  0.207

Properties
2S+1: 1
net charge: 0
E_HOMO: -7.5483 eV
lowest unoccupied orbital energy: -1.59 eV
relative energy (zero: lowest compared OMol25 entry of this formula, charge and spin): 496.3 kcal per mole

***

# 5
A structure of composition CH2NO3S in a non-equilibrium geometry. Source: the Open Molecules 2025 dataset; level of theory: ωB97M-V with the def2-TZVPD basis set.

Last column: natural (NBO) charge in e.
Element x y z (Å)
C: 0.83 0.07 0.28  0.464
N: -0.39 1.35 -0.31  -0.975
O: -0.58 -1.36 1.52  -1.011
O: 1.79 0.39 0.94  -0.596
O: -1.08 -1.70 -0.87  -1.018
S: -0.03 -1.64 0.18  1.459
H: 0.32 1.98 -0.62  0.323
H: -0.85 0.91 -1.11  0.354

Properties
2S+1: 1
net charge: -1
E_HOMO: -3.5152 eV
lowest unoccupied orbital energy: 3.98 eV
relative energy (zero: lowest compared OMol25 entry of this formula, charge and spin): 46.6 kcal per mole

***

# 6
A cluster of 12 separate species, C46H70Cl22O5 in total in a non-equilibrium geometry. Source: the Open Molecules 2025 dataset; level of theory: ωB97M-V with the def2-TZVPD basis set.

Last column: Mulliken charge in e.
Element x y z (Å)
C: 0.09 -0.15 6.14  -1.011
C: -1.09 0.48 5.19  0.156
C: -0.57 1.94 4.76  -1.035
C: -1.49 2.68 3.64  0.781
C: -3.01 2.23 3.62  -0.133
C: -0.70 2.59 2.27  0.278
C: 0.58 3.51 2.14  -1.652
C: 1.47 3.48 0.86  0.025
C: 1.13 2.58 -0.38  0.491
C: -0.13 1.67 -0.27  0.712
C: -0.54 0.73 -1.50  0.020
C: 0.29 -0.65 -1.55  -0.444
C: 0.08 -1.49 -0.18  -0.530
C: 1.16 -1.15 0.96  -0.115
O: 2.52 -1.23 0.41  -0.325
C: 2.94 -2.58 0.26  0.607
O: 2.95 -3.40 1.23  -0.560
C: -1.00 1.68 1.05  -0.197
O: -2.11 0.78 1.07  -0.514
C: 2.10 2.62 -1.63  0.532
O: 2.13 1.77 -2.57  -0.645
C: 3.18 3.80 -1.70  0.289
C: 3.89 4.03 -3.06  -0.477
C: 4.94 5.20 -3.16  -0.484
C: 5.31 6.10 -1.93  -0.495
C: 4.58 5.80 -0.57  -0.468
C: 3.51 4.68 -0.46  0.567
C: 2.76 4.44 0.91  0.418
O: 3.15 4.94 2.02  -0.680
H: 0.79 0.71 6.45  0.296
H: 0.71 -0.90 5.54  0.219
H: -0.33 -0.57 7.12  0.326
H: -1.31 -0.22 4.30  0.224
H: -1.99 0.59 5.89  0.030
H: 0.55 1.96 4.46  0.461
H: -0.64 2.60 5.70  0.274
H: -1.48 3.80 3.95  0.322
H: -3.67 2.76 2.86  0.518
H: -3.04 1.10 3.38  0.218
H: -3.41 2.32 4.70  -0.837
H: 0.87 4.21 3.01  0.287
H: -0.37 1.30 -2.49  -0.893
H: -1.66 0.46 -1.51  0.542
H: 1.40 -0.49 -1.77  0.167
H: -0.18 -1.27 -2.41  0.351
H: 0.17 -2.60 -0.48  0.449
H: -1.01 -1.37 0.19  0.148
H: 0.99 -1.90 1.82  0.330
H: 1.07 -0.11 1.41  -0.038
H: 3.30 -2.91 -0.79  -0.037
H: -2.76 1.18 0.44  0.167
H: 3.70 3.40 -4.00  0.295
H: 5.47 5.44 -4.14  0.320
H: 6.08 6.93 -1.97  0.346
H: 4.79 6.39 0.38  0.328
Cl: -6.27 1.72 3.80  -0.118
C: -7.17 1.59 2.27  -0.618
C: -6.57 0.56 1.34  0.084
Cl: -4.97 1.04 0.70  -0.189
H: -7.19 2.58 1.80  0.323
H: -8.19 1.31 2.52  0.384
H: -7.21 0.42 0.47  -0.194
H: -6.45 -0.41 1.84  0.278
Cl: -2.55 1.22 -4.79  -0.123
C: -1.35 1.88 -5.94  -0.592
C: -0.05 2.24 -5.25  -0.365
Cl: -0.22 3.64 -4.16  -0.177
H: -1.80 2.75 -6.43  0.337
H: -1.17 1.12 -6.69  0.313
H: 0.70 2.52 -6.00  0.451
H: 0.35 1.41 -4.67  0.218
Cl: 7.76 2.92 -0.80  -0.224
C: 6.87 2.06 0.49  -0.239
C: 5.89 1.05 -0.07  -0.665
Cl: 4.52 1.83 -0.91  0.142
H: 6.36 2.81 1.11  0.352
H: 7.61 1.56 1.11  0.208
H: 5.46 0.46 0.75  0.243
H: 6.37 0.36 -0.77  0.277
Cl: -8.57 -0.18 -1.82  -0.261
C: -7.54 -1.29 -2.77  -0.343
C: -7.59 -2.70 -2.24  0.006
Cl: -6.79 -2.85 -0.65  -0.199
H: -6.53 -0.89 -2.77  0.209
H: -7.92 -1.26 -3.79  0.341
H: -7.06 -3.37 -2.92  -0.082
H: -8.61 -3.06 -2.14  0.305
Cl: -7.41 -3.80 -5.47  -0.089
C: -6.21 -3.14 -6.61  -0.590
C: -4.91 -2.77 -5.93  -0.519
Cl: -5.08 -1.38 -4.83  -0.140
H: -6.66 -2.27 -7.10  0.309
H: -6.04 -3.91 -7.36  0.374
H: -4.17 -2.50 -6.68  0.362
H: -4.51 -3.61 -5.35  0.302
Cl: -10.25 -5.29 -7.72  -0.178
C: -10.92 -6.09 -6.27  -0.481
C: -11.53 -5.09 -5.31  -0.532
Cl: -10.30 -4.06 -4.54  -0.075
H: -10.12 -6.67 -5.81  0.312
H: -11.69 -6.78 -6.62  0.342
H: -12.04 -5.63 -4.50  0.291
H: -12.26 -4.45 -5.80  0.331
Cl: 5.99 -7.37 -1.11  -0.191
C: 6.50 -5.78 -0.51  -0.514
C: 5.35 -4.80 -0.41  -0.398
Cl: 4.72 -4.34 -2.01  -0.236
H: 7.29 -5.40 -1.17  0.329
H: 6.94 -5.93 0.48  0.342
H: 5.67 -3.88 0.08  0.332
H: 4.52 -5.22 0.17  0.373
Cl: -5.29 3.24 10.02  -0.185
C: -6.27 3.08 8.54  -0.477
C: -5.71 2.03 7.59  -0.314
Cl: -4.16 2.53 6.87  -0.198
H: -6.32 4.06 8.06  0.312
H: -7.27 2.80 8.85  0.329
H: -6.41 1.87 6.77  0.155
H: -5.56 1.08 8.10  0.318
Cl: -5.28 -8.86 -0.82  -0.190
C: -4.81 -7.26 -0.18  -0.447
C: -5.96 -6.28 -0.19  -0.415
Cl: -6.44 -5.81 -1.84  -0.136
H: -3.97 -6.90 -0.78  0.324
H: -4.46 -7.42 0.84  0.314
H: -5.66 -5.36 0.32  0.207
H: -6.84 -6.68 0.32  0.332
Cl: 10.33 1.54 2.05  -0.188
C: 11.26 0.54 0.90  -0.252
C: 10.50 0.30 -0.39  -0.466
Cl: 9.08 -0.76 -0.15  -0.173
H: 11.52 -0.39 1.40  0.320
H: 12.18 1.08 0.69  0.159
H: 11.14 -0.20 -1.11  0.387
H: 10.15 1.24 -0.83  0.212
Cl: 14.49 1.43 2.36  -0.168
C: 15.02 3.03 2.94  -0.434
C: 13.87 4.01 3.04  -0.454
Cl: 13.24 4.47 1.44  -0.174
H: 15.80 3.40 2.28  0.315
H: 15.46 2.87 3.93  0.295
H: 14.20 4.93 3.53  0.328
H: 13.04 3.60 3.62  0.301

Properties
2S+1: 1
SMILES string: CCC[C@H](C)c1cc2c(c(CCCCOC=O)c1O)C(=O)c1ccccc1C2=O.ClCCCl.ClCCCl.ClCCCl.ClCCCl.ClCCCl.ClCCCl.ClCCCl.ClCCCl.ClCCCl.ClCCCl.ClCCCl
net charge: 0
E_HOMO: -8.3612 eV
lowest unoccupied orbital energy: -0.99 eV